The following is a DFT calculation (the ωB97M-V functional and the def2-TZVPD basis) of a structure of composition C22H28CsO2PS4.

```
! wB97M-V def2-TZVPD RIJCOSX def2/J DEFGRID3
* xyz 0 1
Cs -1.202 0.831 0.841
C 0.512 4.616 3.005
C 0.442 5.252 1.624
S -0.874 4.543 0.599
C -0.283 5.002 -1.052
C 0.978 4.295 -1.530
S 0.674 2.543 -1.872
C 2.369 1.913 -1.964
C 3.187 1.986 -0.681
S 2.546 0.877 0.600
C 3.276 1.634 2.077
C 2.718 2.997 2.466
S 1.014 2.877 3.068
H -0.468 4.637 3.486
H 1.183 5.199 3.639
H 1.392 5.141 1.102
H 0.260 6.322 1.739
H -0.131 6.082 -1.079
H -1.120 4.787 -1.718
H 1.768 4.382 -0.785
H 1.333 4.777 -2.443
H 2.900 2.432 -2.764
H 2.249 0.876 -2.281
H 3.199 3.003 -0.291
H 4.221 1.711 -0.902
H 4.356 1.704 1.939
H 3.108 0.910 2.876
H 2.745 3.675 1.613
H 3.342 3.430 3.251
O -5.496 -1.346 0.716
C -4.273 -1.289 0.668
O -3.533 -0.251 0.614
C -3.521 -2.652 0.664
P -1.677 -2.629 0.736
C -1.162 -2.120 -0.956
C -2.055 -1.684 -1.934
C -1.591 -1.206 -3.154
C -0.229 -1.170 -3.417
C 0.672 -1.608 -2.454
C 0.207 -2.066 -1.229
C -1.395 -4.449 0.651
C -0.885 -5.105 1.766
C -0.687 -6.481 1.754
C -0.988 -7.212 0.617
C -1.490 -6.567 -0.509
C -1.692 -5.197 -0.489
H -3.884 -3.261 -0.167
H -3.822 -3.176 1.576
H -3.118 -1.690 -1.732
H -2.295 -0.862 -3.900
H 0.133 -0.802 -4.369
H 1.736 -1.597 -2.660
H 0.915 -2.383 -0.470
H -0.641 -4.530 2.652
H -0.293 -6.980 2.630
H -0.830 -8.283 0.603
H -1.722 -7.136 -1.400
H -2.077 -4.700 -1.372
*
```

Properties
ΔE to the lowest compared entry with this formula, charge and spin in kcal per mole: 0.00
Kohn-Sham gap in eV: 7.364
F_max in eV/A: 0.70